Entry 1:
DFT (ωB97M-V with the def2-TZVPD basis set) results for C3H4N2S in the gas phase at a distorted geometry.

Structure (XYZ):
```
10
Properties=species:S:1:pos:R:3
C -1.1313 -0.0187 -0.0117
S -2.7411 -0.2615 -0.0463
C -0.3721 1.2364 0.0004
H -0.2465 -1.7806 0.4482
N -0.1800 -0.9649 -0.0672
C 1.1419 -0.3326 -0.0709
H -0.7662 2.2693 0.0131
H 1.5567 -0.8302 0.7386
N 0.8802 1.1421 -0.0001
H 1.8583 -0.4592 -1.0040
```

Calculated values
net charge	0
ΔE to the lowest compared entry with this formula, charge and spin	31.4	kcal/mol
HOMO	-0.32072	Ha
2S+1	1
lowest unoccupied orbital energy	-0.4	eV
frontier orbital gap	8.37	eV


Entry 2:
DFT (ωB97M-V with the def2-TZVPD basis set) results for a molecular structure, C20H41N4O3PPd at a distorted geometry.

Structure (XYZ):
```
70
Properties=species:S:1:pos:R:3
C -4.2039 -2.7950 -0.3866
H 3.0375 -0.5120 -1.3712
H 1.6430 3.3748 0.4594
H 3.7304 2.8707 3.6292
C -1.4851 -4.8366 -1.1188
C 3.0258 3.1363 2.8416
C -3.0201 -1.9202 0.0140
C 3.9727 -2.2099 -0.5055
N 2.0714 -1.3489 0.2393
H 1.7530 -2.6606 1.8376
C 0.5364 -3.5647 -1.9414
H 2.6244 4.1247 3.0753
H -2.8965 0.1039 -3.9145
H 1.0460 -2.5968 -1.9278
C -2.6457 -2.7190 -3.6615
H -0.0116 2.3825 -2.3150
C -0.6437 -3.5739 -0.9676
H -3.9068 -0.5319 -2.6257
P -1.5435 -1.9301 -1.1107
H 4.0812 -3.8113 0.9987
H -4.6242 -2.4839 -1.3402
H -1.5529 4.2442 -2.4669
H -2.1551 -4.9790 -0.2755
C 1.3820 1.6561 1.7375
C 0.0181 2.5967 -1.2383
H -2.0660 -4.8332 -2.0348
H 0.2656 3.6530 -1.0888
H -3.2617 -1.9576 2.1611
H 2.8273 2.0650 0.1932
H 0.6501 1.0918 4.0213
H -1.9613 -3.5540 -3.7805
H -0.2374 -3.5523 0.0565
H 3.5724 3.1850 1.9047
O 1.0439 1.7669 -0.7125
H 1.4103 2.5007 4.7906
C 2.3803 -2.3889 1.0063
H -0.8120 -5.6927 -1.1491
H -3.8576 3.8506 0.4300
H 1.2509 -4.3352 -1.6587
H 4.8205 -2.3080 -1.1505
H -1.6020 -1.6107 1.6447
C -3.6132 2.9811 -0.1796
H -3.5608 2.1009 0.4575
C 3.5748 -2.9696 0.5751
H -3.3440 -0.8706 -0.0076
C -2.8818 -0.3138 -2.9109
H 0.2184 -3.7619 -2.9623
C -2.5026 -2.2164 1.4264
H 2.3423 1.0089 4.5472
C -2.1883 4.3923 -1.5968
H -2.2682 -3.2711 1.5547
H -3.1749 4.6835 -1.9504
H -1.0499 -1.3317 -3.3540
H -4.9844 -2.6923 0.3655
N 3.0468 -1.2516 -0.6777
Pd 0.0351 -0.5744 -0.0281
H -3.5601 -3.0792 -3.2014
C 1.5736 1.6557 4.1248
H -4.3942 2.8414 -0.9261
H -2.4893 0.4417 -2.2321
H -2.8947 -2.3603 -4.6588
C -2.0129 -1.5709 -2.8815
O 0.5563 0.7352 1.8000
N 1.9770 2.1402 2.8189
N -2.3256 3.1775 -0.8198
C 1.7710 2.2890 0.3883
H -3.9419 -3.8459 -0.4540
C -1.3620 2.2840 -0.6401
O -1.5547 1.2119 -0.0457
H -1.7959 5.2148 -0.9943
```

Calculated values
net charge	+2
HOMO (spin up / spin down)	-0.55165 / -0.55163	Ha
2S+1	1
lowest unoccupied orbital energy (spin up / spin down)	-7.6 / -7.6	eV
frontier orbital gap (spin up / spin down)	7.44 / 7.46	eV


Entry 3:
DFT (ωB97M-V with the def2-TZVPD basis set) results for a gas-phase ion, C6H5FNO2 (charge -1) at a distorted geometry.

Structure (XYZ):
```
15
Properties=species:S:1:pos:R:3
C -0.3565 1.5828 -0.1137
H -0.1971 2.2977 -0.8102
N -0.0563 0.3137 -0.4996
C -0.4619 0.2541 1.6525
O 1.2966 -2.4559 1.0174
H 1.3660 -0.4218 -1.6669
C 0.2904 -2.0504 0.4507
C -0.6038 1.5514 1.2587
H 0.4998 0.7347 -2.4548
O -0.5966 -2.5916 -0.2474
C 0.4212 -0.1030 -1.7701
F -0.5170 -0.0196 2.9549
H -0.2784 -0.9577 -2.1374
C 0.0008 -0.5219 0.5563
H -0.8072 2.3873 1.8097
```

Calculated values
net charge	-1
ΔE to the lowest compared entry with this formula, charge and spin	2.3	kcal/mol
HOMO	-0.13541	Ha
2S+1	1
lowest unoccupied orbital energy	3.8	eV
frontier orbital gap	7.44	eV


Entry 4:
DFT (ωB97M-V with the def2-TZVPD basis set) results for 2 unconnected molecules or ions with the total composition CH3O6P at a distorted geometry.

Structure (XYZ):
```
11
Properties=species:S:1:pos:R:3
H 0.0145 -1.5937 -0.7371
H -0.0596 1.2945 -0.7011
O -1.6718 -1.0682 -0.2452
O 0.4074 0.0004 1.3247
O 0.9552 1.2339 -0.8782
O 2.8834 0.1530 0.3632
H -1.9087 -0.0027 1.3881
P 1.3820 0.0637 0.1460
O -1.4953 1.1386 -0.2099
O 0.9918 -1.2285 -0.7873
C -1.4990 0.0090 0.3369
```

Calculated values
net charge	-2
ΔE to the lowest compared entry with this formula, charge and spin	6.8	kcal/mol
HOMO	-0.02544	Ha
2S+1	1
lowest unoccupied orbital energy	7.2	eV
frontier orbital gap	7.87	eV


Entry 5:
DFT (ωB97M-V with the def2-TZVPD basis set) results for 2 unconnected molecules or ions with the total composition CH5N3O2S at a distorted geometry.

Structure (XYZ):
```
12
Properties=species:S:1:pos:R:3
C -1.1336 -0.4017 0.0707
H -1.7696 -1.0604 0.7687
N 2.0762 0.9450 0.1315
S 3.7411 0.0716 -0.2638
O 3.2608 -1.4563 -0.0558
N -1.6819 0.7712 -0.3612
H 3.7885 -1.8243 0.6477
H -1.1350 1.0853 -1.1919
H -2.6513 0.9314 -0.5081
N 1.9270 2.0854 0.4151
H 1.3374 0.2435 -0.0283
O 0.0205 -0.7274 0.0443
```

Calculated values
net charge	0
ΔE to the lowest compared entry with this formula, charge and spin	70.2	kcal/mol
HOMO	-0.27669	Ha
2S+1	1
lowest unoccupied orbital energy	0.6	eV
frontier orbital gap	8.16	eV


Entry 6:
DFT (ωB97M-V with the def2-TZVPD basis set) results for a molecular structure, C19H17CaCl5N2 at a distorted geometry.

Structure (XYZ):
```
44
Properties=species:S:1:pos:R:3
C 2.5137 1.2805 1.4766
C 4.5496 -0.0497 1.5775
H -2.4161 -1.3365 3.3420
C 0.0068 2.8505 -3.1779
Cl 1.3743 -2.5200 1.2547
Cl 6.2466 -0.1515 1.7094
H -1.9159 2.3845 2.3567
Cl 4.5369 -2.7637 1.3489
H -1.4222 -3.1206 0.0401
C 3.7919 -1.2329 1.4412
H -2.0768 1.1364 3.6975
Cl 4.8407 2.6516 1.7592
C 1.7695 0.1279 1.3567
C -1.3827 -1.6073 3.0994
H -0.2436 -1.0193 -4.2695
C -0.1096 1.4706 -3.2716
H -0.2361 4.5672 -1.8297
C -0.6142 -2.9219 -3.2841
N -0.6863 1.3487 -0.9486
H -1.1141 -4.6085 -1.9738
C -0.4644 -1.5378 -3.3391
H -0.4866 2.0475 3.4648
H -0.9256 3.1114 0.1103
H -3.8515 0.4885 1.5735
C -1.4101 1.6519 3.0069
H -3.4916 0.6023 -0.2260
C -0.4582 0.7139 -2.1309
H -1.2633 -2.6335 2.7167
Ca -0.7023 -0.0709 1.0063
H 0.3145 3.4378 -4.0457
H -0.6520 -1.3445 3.8714
Cl 1.6971 2.7950 1.4636
C -0.2932 3.4912 -1.9643
H 0.0750 0.9403 -4.2094
C -1.1284 -2.7258 -0.9450
H -3.6993 -1.0410 0.5579
C -0.6050 -0.7737 -2.1556
N -0.8864 -1.4006 -0.9848
C 2.3756 -1.1039 1.3610
C -0.9666 -3.5348 -2.0761
C 3.9214 1.2222 1.5995
C -3.3806 0.0069 0.6983
H -0.4720 -3.5219 -4.1867
C -0.6589 2.6938 -0.8712
```

Calculated values
net charge	0
HOMO (spin up / spin down)	-0.24842 / -0.24844	Ha
2S+1	1
lowest unoccupied orbital energy (spin up / spin down)	-2.6 / -2.6	eV
frontier orbital gap (spin up / spin down)	4.16 / 4.16	eV